(1)
# C15H23NO3

The molecule C15H23NO3 (ωB97M-V/def2-TZVPD, the Open Molecules 2025 dataset).

Properties
Gap between HOMO and LUMO: 0.341 Ha
SMILES: CCCCOCCCNC(=O)c1ccc(OC)cc1
HOMO: -8.5 eV
Total energy: -865.84887 a.u.

```
! wB97M-V def2-TZVPD RIJCOSX def2/J DEFGRID3
* xyz 0 1
C -1.82012 -3.43753 0.04761
C -0.30157 -3.46650 -0.07649
C 0.27155 -2.05617 -0.16750
C 1.79490 -2.04425 -0.24015
O 2.20239 -0.70418 -0.38765
C 3.59789 -0.49358 -0.34383
C 3.88749 0.98955 -0.57334
C 3.37170 1.87860 0.56408
N 1.93554 1.80470 0.68115
C 1.12035 2.78643 0.21688
O 1.51403 3.89627 -0.08986
C -0.31138 2.37620 0.12724
C -0.87697 1.42591 0.96746
C -2.19334 1.02945 0.81051
C -2.97005 1.58085 -0.20370
O -4.26223 1.24428 -0.46503
C -4.87600 0.25731 0.32729
C -2.41403 2.55909 -1.03137
C -1.10659 2.95356 -0.86082
H -2.22023 -4.44739 0.09499
H -2.11705 -2.90795 0.95036
H -2.26102 -2.93155 -0.80840
H -0.01902 -4.03188 -0.96687
H 0.12509 -3.97746 0.78975
H -0.11742 -1.54997 -1.05280
H -0.03970 -1.47554 0.70309
H 2.14793 -2.64348 -1.09388
H 2.22875 -2.47520 0.67654
H 4.08963 -1.09573 -1.12347
H 3.99467 -0.81618 0.63276
H 4.96528 1.12177 -0.67361
H 3.40879 1.29559 -1.50446
H 3.62790 2.92299 0.36998
H 3.82420 1.56879 1.51292
H 1.57510 0.86044 0.66444
H -0.29896 1.00312 1.77654
H -2.60263 0.29260 1.48417
H -5.88495 0.14776 -0.06724
H -4.35293 -0.70193 0.25225
H -4.93117 0.56082 1.37779
H -3.03383 2.98970 -1.80183
H -0.67198 3.71071 -1.49550
*
```

Here are the Löwdin charges for atoms 1 to 4, given in e: -0.12 -0.27 -0.19 -0.23

***

(2)
# C15H23NO3S

The molecule C15H23NO3S (ωB97M-V/def2-TZVPD, the Open Molecules 2025 dataset).

Properties
Gap between HOMO and LUMO: 0.354 Ha
SMILES: CCOc1ccc(S(=O)(=O)NC2CCCCCC2)cc1
HOMO: -8.9 eV
Total energy: -1264.02324 a.u.

```
! wB97M-V def2-TZVPD RIJCOSX def2/J DEFGRID3
* xyz 0 1
C 2.50092 4.19695 -3.75720
C 1.59308 4.37130 -2.54393
O 0.50790 3.46106 -2.54235
C 0.70451 2.16326 -2.21300
C 1.89655 1.61939 -1.73242
C 1.95772 0.27577 -1.40743
C 0.84709 -0.52574 -1.56595
S 0.95899 -2.23686 -1.08757
O -0.24747 -2.91450 -1.47970
O 2.21506 -2.79007 -1.50186
N 1.05633 -2.05161 0.57001
C -0.19679 -1.75169 1.24494
C 0.09400 -0.87971 2.47243
C -0.99196 0.15385 2.77622
C -2.42997 -0.35372 2.62902
C -2.65369 -1.79506 3.09224
C -2.41393 -2.81932 1.98241
C -0.95036 -3.03458 1.60480
C -0.34153 -0.00370 -2.04295
C -0.41443 1.33493 -2.36346
H 1.92134 4.31208 -4.66949
H 2.95845 3.21079 -3.76437
H 3.28386 4.94994 -3.73925
H 1.11620 5.35476 -2.57547
H 2.16383 4.29531 -1.61081
H 2.77695 2.22831 -1.60384
H 2.86809 -0.16834 -1.03853
H 1.59551 -2.78705 1.00079
H -0.77312 -1.17913 0.51286
H 1.03454 -0.35316 2.29912
H 0.24165 -1.52915 3.33686
H -0.86509 1.01207 2.11241
H -0.83862 0.50822 3.79826
H -3.07805 0.31410 3.20143
H -2.73935 -0.27682 1.58508
H -3.69273 -1.89592 3.41522
H -2.02390 -2.01675 3.95456
H -2.82286 -3.78256 2.29701
H -2.96528 -2.50690 1.09297
H -0.91550 -3.69432 0.73510
H -0.42451 -3.52811 2.42772
H -1.18761 -0.66154 -2.16527
H -1.32581 1.77424 -2.73662
*
```

Here are the Löwdin charges for atoms 1 to 4, given in e: -0.06 -0.24 -0.04 -0.26

***

(3)
# C15H23NO5

A cluster of 2 separate species, C15H23NO5 in total (ωB97M-V/def2-TZVPD, the Open Molecules 2025 dataset).

Properties
Gap between HOMO and LUMO: 0.168 Ha
HOMO: -6.9 eV
Total energy: -1016.15681 a.u.

```
! wB97M-V def2-TZVPD RIJCOSX def2/J DEFGRID3
* xyz 0 1
C -3.12488 -0.01230 0.58917
C -3.39038 0.19237 -0.96290
O -3.74553 -1.07893 -1.52324
C -2.75174 -1.60144 -2.41231
C -1.94035 -2.79392 -1.74037
C -0.42923 -2.47073 -1.42372
C 0.40257 -1.89795 -2.63345
C 1.96829 -1.85149 -2.34737
O 2.43434 -0.51251 -2.01165
C 3.02798 -0.55097 -0.73980
O 4.18049 -0.78412 -0.54526
C 2.02420 -0.26000 0.44075
C 1.78948 -1.21313 1.55541
C 0.80498 -0.82639 2.55877
N 0.13945 0.38824 2.45522
C 0.36081 1.29897 1.45758
C 1.32603 1.03554 0.38003
H -2.50248 0.87226 0.92781
H -4.09770 0.02687 1.14263
H -2.61575 -0.98649 0.80533
H -4.25943 0.91451 -1.03888
H -2.50452 0.68716 -1.44111
H -2.07848 -0.83117 -2.87159
H -3.31888 -2.06657 -3.27665
H -2.04622 -3.72235 -2.37780
H -2.43703 -3.03876 -0.76175
H 0.05775 -3.45866 -1.14624
H -0.32124 -1.81895 -0.50981
H 0.27098 -2.61752 -3.49985
H 0.03084 -0.90496 -2.99551
H 2.45999 -2.14766 -3.32065
H 2.23993 -2.61389 -1.57072
H 2.32930 -2.19484 1.58288
H 0.58948 -1.53100 3.39207
H -0.55523 0.62450 3.17164
H -0.22438 2.26059 1.44802
H 1.51398 1.77579 -0.42735
C 2.69108 4.69048 2.83770
C 1.19230 5.00291 2.76989
O 0.89520 6.18779 2.55004
O 0.43002 4.00661 2.94768
H 3.29015 5.58745 2.67691
H 2.94045 4.27836 3.81863
H 2.95338 3.95629 2.06982
*
```

Here are the Löwdin charges for atoms 1 to 4, given in e: -0.08 -0.24 -0.17 -0.21

***

(4)
# C15H24Cl2N3O3OsSSi

A structure of composition C15H24Cl2N3O3OsSSi (ωB97M-V/def2-TZVPD, the Open Molecules 2025 dataset).

Properties
Gap between HOMO and LUMO: 0.279 Ha
HOMO: -11.6 eV
Total energy: -2674.51536 a.u.

```
! wB97M-V def2-TZVPD RIJCOSX def2/J DEFGRID3
* xyz 1 1
Os -0.00777 -0.47645 -0.19935
O -1.25503 -0.78708 3.65465
C -1.10283 -0.78802 2.46112
O 0.01879 -0.54113 1.83574
C -2.26157 -1.08590 1.53865
C -3.49474 -1.48798 2.00816
C -4.50460 -1.73298 1.09174
C -4.25192 -1.54712 -0.26095
C -2.99793 -1.12807 -0.65862
N -2.02082 -0.91815 0.23128
H -3.62399 -1.60050 3.07542
H -5.47949 -2.06251 1.42479
H -5.01485 -1.72262 -1.00554
H -2.75897 -0.95251 -1.69827
Cl -0.18201 -0.62992 -2.65211
C 0.61277 0.69617 -3.57920
Cl -0.32479 2.17341 -3.56821
H 0.69268 0.31828 -4.59197
H 1.57755 0.86595 -3.12007
C 2.51129 1.99320 -0.90465
Si 1.79175 1.13228 0.58949
C 1.04970 2.38923 1.75279
C 3.08965 0.13658 1.47446
H 3.23991 2.73196 -0.55687
H 1.75833 2.52966 -1.48636
H 3.04695 1.29316 -1.54981
H 1.86787 2.79687 2.35332
H 0.33513 1.93392 2.43754
H 0.58239 3.22528 1.23269
H 3.68246 0.81372 2.09547
H 3.76536 -0.35182 0.77228
H 2.64657 -0.61057 2.13120
O 2.14161 -4.07118 -0.38146
S 2.48256 -2.67783 -0.54805
N 1.34450 -1.70215 -0.35580
C -1.41422 4.75822 -0.70377
C -2.31901 3.62805 -0.19506
C -3.54791 3.46197 -1.09915
C -2.73585 3.87665 1.26291
C -1.56126 2.36738 -0.22730
N -0.97807 1.38294 -0.24831
H -1.97184 5.69335 -0.65806
H -1.11011 4.59018 -1.73643
H -0.52169 4.86293 -0.08722
H -4.11852 4.39030 -1.08237
H -4.19266 2.65735 -0.74466
H -3.25680 3.25560 -2.12931
H -3.30497 4.80509 1.30643
H -1.86667 3.97269 1.91300
H -3.36452 3.06896 1.63835
*
```

Here are the Löwdin charges for atoms 1 to 4, given in e: 1.08 0.13 -0.56 -0.23